Run w
Entry from the OMol25 dataset: 2 unconnected molecules or ions with the total composition H9NSi3 (ωB97M-V/def2-TZVPD).

HOMO	-7.78	eV
charge	0
lowest unoccupied orbital energy	-0.54	eV

Element x y z (Å)
H -1.57951 1.75341 -0.78077
Si -2.08564 0.36487 -0.55619
H -1.31957 -1.61704 1.93913
Si -1.31008 -0.30941 1.41411
H 2.50141 -1.46598 0.97267
H -3.50308 0.21233 -0.90240
H 2.77787 -0.34143 -1.74768
H 1.16300 0.38032 -1.57138
Si 1.98082 -0.22110 0.58221
H -1.66144 -0.13012 -1.88199
H 2.76905 0.85678 1.30632
N 1.85774 -0.21046 -1.17261
H -1.59056 0.72783 2.39860


Run x
Entry from the OMol25 dataset: 2 unconnected molecules or ions with the total composition H9NSi3 (ωB97M-V/def2-TZVPD).

structure (SMILES)	[H]/N=[SiH]/[SiH3].[SiH4]
HOMO	-9.31	eV
charge	0
lowest unoccupied orbital energy	-0.30	eV

Element x y z (Å)
H -0.40389 0.89829 -3.00688
H 0.93897 1.04695 2.80936
Si -1.54563 -0.67175 1.71842
H -3.59941 0.11948 0.57377
H -2.00004 -2.00091 2.29562
N -2.60494 0.18392 0.84838
H 0.71142 -1.02710 -2.97368
Si 0.98174 0.38552 -2.56451
H 1.21603 0.48817 0.57350
H 2.16758 0.94773 -3.27407
Si 0.80157 0.04368 1.85975
H 1.92076 -0.85762 2.34008
H 1.41584 0.44364 -1.19973


Short version: run w is the most stable of them.


Run w
Entry from the OMol25 dataset: a molecular structure, C5H8BrI (ωB97M-V/def2-TZVPD).

HOMO	-9.29	eV
charge	0
lowest unoccupied orbital energy	-1.57	eV

Element x y z (Å)
Br 0.07145 -4.11111 1.60311
C -1.42591 0.35269 -0.32157
H 1.25345 0.06513 -1.08055
C -0.08322 -2.56627 0.54020
H -0.21357 0.70558 1.51385
H 0.66089 2.47708 -0.89641
I -0.17083 -3.14635 -1.49651
H 1.39166 2.29300 0.72632
H -1.84430 -0.51042 -0.01816
H -2.24681 1.22252 -0.09943
H 1.93951 0.04678 0.65309
C 1.20192 0.34761 -0.12479
C -0.09804 0.68937 0.40444
C 0.84913 1.81446 -0.02564
H -1.28531 0.31993 -1.37794


Run x
Entry from the OMol25 dataset: C5H8BrI in the gas phase (ωB97M-V/def2-TZVPD).

structure (SMILES)	CC(C)/C(I)=C/Br
HOMO	-8.38	eV
charge	0
lowest unoccupied orbital energy	0.21	eV

Element x y z (Å)
H 1.04582 -1.50501 -0.01045
H -1.56104 -0.84944 -0.59682
C 0.67856 1.69044 0.09153
C 1.38123 -0.51917 -0.05339
I 2.18437 2.91968 -0.93392
H 1.79569 -0.13199 0.97638
H 2.20393 -0.57857 -0.67646
H -0.23988 1.51550 2.17285
H -1.27544 0.08956 0.83412
H 0.17931 0.67375 -1.60319
C -1.23755 0.22089 -0.20286
Br 0.71884 3.85679 2.16929
H -1.98268 0.96864 -0.61959
C 0.20682 2.14151 1.50800
C 0.23755 0.39999 -0.57693


Short version: run x is the most stable of them.


Run w
Entry from the OMol25 dataset: 2 unconnected molecules or ions with the total composition C3H3N2O (ωB97M-V/def2-TZVPD).

HOMO	-3.09	eV
charge	-1
lowest unoccupied orbital energy	4.15	eV

Element x y z (Å)
H -1.35582 -1.01770 -0.23633
O -1.92368 1.40267 0.04276
H 0.52392 0.65127 -0.86675
C 0.29969 0.43288 0.17537
N -0.97825 0.87442 0.84094
C -0.19748 -2.07055 1.71770
C -0.77638 -0.48303 0.49682
N 0.05355 -2.81558 2.55825
H 1.13426 0.54115 0.85526


Run x
Entry from the OMol25 dataset: a gas-phase ion, C3H3N2O (charge -1) (ωB97M-V/def2-TZVPD).

structure (SMILES)	N#C[C@@H]1CN1[O-]
HOMO	-2.25	eV
charge	-1
lowest unoccupied orbital energy	4.43	eV

Element x y z (Å)
C 0.16231 -0.00072 -0.40388
C 1.85057 -0.04441 -0.21547
O -1.59375 -1.66430 -0.15905
C -0.79254 0.47747 0.51598
H -1.52005 1.01296 -0.12021
N -0.66248 -0.94939 0.39451
H -0.03718 0.06660 -1.41770
H -0.35902 1.11764 1.28603
N 2.95214 -0.01584 0.11981


Short version: run x is the most stable of them.


Run w
Entry from the OMol25 dataset: a gas-phase ion, C4H9NO2 (charge +1) (ωB97M-V/def2-TZVPD).

HOMO (spin up / spin down)	-15.67 / -15.44	eV
charge	+1
2S+1	2
lowest unoccupied orbital energy (spin up / spin down)	-3.80 / -9.06	eV

Element x y z (Å)
H 0.76281 2.57957 2.36662
H 1.50410 -1.65254 -1.41117
C 0.40859 -1.53772 -1.41943
H 0.13437 -1.71541 -2.45823
O -1.04420 0.43384 -1.71439
H -1.32356 -0.47778 0.69374
H 0.06125 -2.36105 -0.79422
H 0.39217 -0.79305 1.07279
C -0.29984 -0.13111 0.55013
N -0.11658 1.18912 0.99129
H -1.86965 -0.02660 -1.49259
C 0.03831 -0.12232 -0.99436
H -0.78049 1.86550 0.60263
O 0.76942 0.65346 2.99845
H 0.83146 0.57316 -1.21886
C 0.53183 1.52294 2.22759


Run x
Entry from the OMol25 dataset: a gas-phase ion, C4H9NO2 (charge +1) (ωB97M-V/def2-TZVPD).

HOMO (spin up / spin down)	-15.45 / -15.18	eV
charge	+1
2S+1	2
lowest unoccupied orbital energy (spin up / spin down)	-4.12 / -9.22	eV

Element x y z (Å)
C -1.33375 -1.52765 0.71148
O 0.01551 2.01173 1.29635
H -2.32371 -1.72138 0.28764
N 1.10779 0.90645 -0.39896
C 0.83968 -0.48499 0.00729
C 0.93424 1.90564 0.52445
C -0.61959 -0.78106 -0.38242
O -0.53786 -1.57809 -1.58426
H -1.44263 -0.88722 1.59250
H -1.43414 -1.54162 -1.95321
H -1.13613 0.12949 -0.70860
H 0.90436 -0.53303 1.08644
H 1.46803 1.24314 -1.28858
H 1.57484 -1.11822 -0.48962
H 1.64790 2.73564 0.35882
H -0.92747 -2.47764 1.06058


Short version: run w is the most stable of them.


Run w
Entry from the OMol25 dataset: a gas-phase ion, C4H9NO2 (charge +1) (ωB97M-V/def2-TZVPD).

HOMO (spin up / spin down)	-15.11 / -14.39	eV
charge	+1
2S+1	2
lowest unoccupied orbital energy (spin up / spin down)	-3.94 / -9.11	eV

Element x y z (Å)
O -2.01699 0.08900 2.51595
H 0.90314 -2.18708 -0.58590
H 1.26699 1.61871 -0.92617
H -1.26885 1.50291 0.18270
H -1.60591 -1.19827 0.91206
O 1.48412 0.42454 -2.52654
N 0.64155 -1.43645 0.02943
C -0.58907 0.69289 0.62916
H 1.25993 -1.38814 0.81459
C 1.34211 0.59073 -1.08186
C 0.12672 -0.02047 -0.52983
H -0.04658 1.16139 1.44055
H 2.34644 0.29463 -0.65273
H 1.86243 -0.44099 -2.44311
H -0.65146 -0.11745 -1.30011
C -1.59543 -0.14631 1.38866


Run x
Entry from the OMol25 dataset: a gas-phase ion, C4H9NO2 (charge +1) (ωB97M-V/def2-TZVPD).

HOMO (spin up / spin down)	-16.61 / -16.48	eV
charge	+1
2S+1	2
lowest unoccupied orbital energy (spin up / spin down)	-3.33 / -9.06	eV

Element x y z (Å)
C -1.04365 -0.66420 -0.73913
H 2.70425 0.63391 1.31583
H -1.25591 -1.70968 -0.97612
C -2.06075 -0.16525 0.30008
H -0.95877 1.23728 -1.73242
H 0.16324 0.19133 -2.37283
N 0.32857 -0.63844 -0.15607
O 0.46197 1.00837 1.43329
C -0.87279 0.18322 -2.01829
H -2.91731 -0.82408 0.43822
H 0.89245 -1.27557 -0.72660
H -1.63474 -0.03108 1.28514
H -1.61356 -0.04719 -2.77342
C 1.01307 0.19909 0.73957
O 2.32738 0.03417 0.64522
H -2.49380 0.78922 -0.00175


Short version: run x is the most stable of them.